<i>
This record from the Open Molecules 2025 dataset describes 2 unconnected molecules or ions with the total composition H3OS2. The level of theory is ωB97M-V/def2-TZVPD.

HOMO energy = -2.737 eV
charge = -1

Last column: Mulliken charge in e.
CARTESIAN COORDINATES (ANGSTROEM)
1 S -0.225 2.226 0.683  -0.348
2 S 0.947 0.471 0.152  -0.627
3 O -0.389 -2.420 -0.315  -0.599
4 H 0.531 3.428 0.648  0.069
5 H -0.996 -2.108 -0.920  0.290
6 H 0.132 -1.596 -0.248  0.216

<ii>
This record from the Open Molecules 2025 dataset describes 2 unconnected molecules or ions with the total composition H3OS2. The level of theory is ωB97M-V/def2-TZVPD.

HOMO energy = -2.656 eV
charge = -1

Last column: Mulliken charge in e.
CARTESIAN COORDINATES (ANGSTROEM)
1 S -0.634 1.054 0.415  -0.405
2 S 0.580 -0.591 0.933  -0.682
3 O 0.283 -0.827 -2.344  -0.628
4 H 0.967 -0.883 -1.656  0.300
5 H -0.273 -0.270 -1.791  0.317
6 H -1.881 0.616 0.693  0.098

Stability check: which of them is least stable? <i>.

<i>
This record from the Open Molecules 2025 dataset describes a gas-phase ion, C2H4N2O2 (charge -2). The level of theory is ωB97M-V/def2-TZVPD.

structure (SMILES) = [O-]CC/N=N/[O-]
HOMO energy = 1.633 eV
charge = -2

Last column: Mulliken charge in e.
CARTESIAN COORDINATES (ANGSTROEM)
1 O -3.590 1.186 0.620  -0.644
2 O 1.679 -0.790 -0.519  -0.985
3 N -2.454 1.184 0.016  -0.290
4 N -1.419 0.748 0.844  -0.368
5 C -0.221 0.779 0.050  -0.182
6 C 0.424 -0.770 -0.013  -0.571
7 H -0.176 -1.413 -0.615  0.227
8 H 0.217 -1.126 0.962  0.266
9 H -0.411 1.359 -0.924  0.422
10 H 0.405 1.378 0.627  0.126

<ii>
This record from the Open Molecules 2025 dataset describes a molecular structure, C2H4N2O2. The level of theory is ωB97M-V/def2-TZVPD.

HOMO energy (alpha / beta) = 0.737 / 0.736 eV
charge = -2

Last column: Mulliken charge in e.
CARTESIAN COORDINATES (ANGSTROEM)
1 O -2.212 -0.199 4.412  -0.670
2 O 0.513 0.544 -3.164  -0.716
3 N -2.035 0.675 3.454  -0.593
4 N -1.259 0.354 2.497  0.544
5 C 1.223 -0.221 -2.448  -0.574
6 C -0.446 0.417 1.593  -0.343
7 H -0.584 0.389 0.539  0.055
8 H 1.629 -1.451 -3.065  0.159
9 H 0.854 -0.656 -1.452  0.077
10 H 2.317 0.149 -2.365  0.061

Stability check: which of them is least stable? <ii>.